A cluster of 4 separate species, C23H53Cl2N6O8 in total at a distorted geometry. Source: OMol25; level of theory: ωB97M-V/def2-TZVPD.

Output
E_tot in Ha: -2758.43683
Kohn-Sham gap in eV: 5.360
Total charge: +1
E_HOMO in eV: -9.9
LUMO energy in eV: -4.5671

The geometry in XYZ format:
```
92
Properties=species:S:1:pos:R:3:forces:R:3
N 1.05770 -4.21447 4.97290 1.36 3.63 -2.38
C 1.33836 -3.34698 3.72837 -0.16 0.26 1.39
N 0.37600 -3.42304 2.56625 1.38 0.17 2.50
C -1.05059 -3.10412 2.94657 -2.14 0.01 -0.76
C -1.29900 -1.61234 3.57225 2.31 3.14 5.27
O -0.74811 -1.09476 4.67218 -3.21 -4.13 -7.36
Cl -2.54147 -0.48957 2.69387 1.81 -2.02 1.05
N 2.42093 -2.50615 3.64698 -1.98 -1.85 0.27
C 2.77763 -1.59662 2.49302 0.58 1.63 -1.32
C 2.78399 -0.02486 3.04417 -1.46 0.33 7.10
O 2.54604 0.13320 4.35121 1.72 -0.80 -8.82
Cl 3.05176 1.44936 1.91610 -0.40 -2.81 1.66
H 1.80197 -4.03608 5.71068 -1.30 -0.25 -1.15
H 0.12004 -3.90499 5.34680 1.13 -0.63 -0.57
H 0.38460 -4.41950 2.25326 0.02 0.96 0.33
H -1.51996 -3.93712 3.63476 0.83 1.76 -0.96
H -1.67862 -3.14665 1.93234 1.51 0.18 2.25
H 3.06121 -2.46678 4.49446 -1.19 0.15 -1.44
H 3.84952 -1.85386 2.09916 -2.02 0.48 0.80
H 2.03446 -1.61959 1.58954 1.26 -0.40 2.02
C 2.26230 2.28695 -3.56104 -0.09 -0.12 -0.20
O 2.92156 1.37050 -4.42215 0.17 0.52 0.09
C 4.02897 1.95383 -5.12406 0.30 -0.71 -0.14
C 5.35781 1.37105 -4.61532 -0.56 0.49 0.29
N 5.65986 1.84129 -3.25993 0.11 -0.24 -0.14
C 6.77514 1.13130 -2.62458 -0.38 -0.03 0.19
C 6.59030 -0.37666 -2.35844 0.51 0.28 0.27
O 5.59791 -0.67466 -1.37400 -0.07 -0.10 -0.42
C 4.27016 -0.74084 -1.87692 0.19 0.02 0.38
H 1.34227 1.81904 -3.20323 0.09 -0.03 -0.12
H 2.88313 2.52613 -2.69470 0.04 0.19 0.10
H 1.99573 3.20953 -4.09255 0.01 -0.12 0.13
H 4.02237 3.04796 -5.07515 -0.02 -0.10 0.21
H 3.90986 1.67130 -6.17662 0.04 0.05 0.10
H 6.16433 1.67282 -5.29067 -0.01 0.00 0.07
H 5.27300 0.28240 -4.64286 -0.04 -0.15 -0.27
H 4.83685 1.72991 -2.67546 0.13 0.06 -0.17
H 6.94970 1.62355 -1.66055 0.06 -0.14 -0.08
H 7.68181 1.28344 -3.22210 -0.12 -0.09 -0.02
H 7.53570 -0.74812 -1.94500 -0.14 0.05 0.01
H 6.42043 -0.95198 -3.27447 -0.21 0.07 0.01
H 4.22932 -1.10887 -2.90576 0.01 0.13 0.03
H 3.79314 0.23653 -1.79832 -0.20 0.02 -0.24
H 3.70295 -1.42945 -1.24340 0.10 -0.05 -0.02
C 0.25805 9.40480 -6.25115 0.24 0.03 0.06
O 0.76328 9.07457 -4.96596 -0.54 0.24 -0.03
C -0.16896 9.34220 -3.90832 0.40 -0.50 0.44
C -0.67570 8.02863 -3.29027 -0.11 0.36 -0.72
N -1.56165 7.31383 -4.21418 0.15 -0.11 0.27
C -1.87535 5.94521 -3.78984 0.20 0.07 -0.38
C -0.70228 4.94737 -3.70522 -0.49 -0.26 -0.17
O -0.12672 4.61984 -4.97181 0.10 0.24 0.57
C 0.86363 5.53401 -5.42316 -0.10 -0.32 -0.28
H 1.07813 9.33500 -6.96950 -0.02 -0.02 0.17
H -0.52360 8.70539 -6.55614 -0.17 0.09 -0.10
H -0.13265 10.43028 -6.27256 -0.01 -0.16 -0.02
H -0.99652 9.98079 -4.23526 0.03 -0.19 -0.14
H 0.38666 9.89226 -3.13979 -0.08 -0.05 -0.05
H -1.22020 8.25230 -2.36770 -0.02 -0.03 -0.04
H 0.19810 7.42372 -3.03796 0.21 0.09 0.20
H -1.12616 7.27142 -5.13064 -0.09 0.06 0.19
H -2.59899 5.55221 -4.51374 0.11 -0.06 0.13
H -2.38910 5.98057 -2.82183 0.13 0.03 -0.01
H -1.10839 4.00658 -3.31448 0.02 0.06 -0.10
H 0.06830 5.25721 -2.99166 0.10 0.17 -0.12
H 1.42930 5.97947 -4.60024 -0.11 0.08 0.00
H 0.40319 6.30833 -6.03751 0.18 0.22 0.05
H 1.56227 4.98642 -6.06292 -0.10 -0.03 0.08
C -6.29126 -8.92848 5.04238 -0.07 -0.06 -0.24
O -6.57973 -7.81619 4.20835 -0.16 0.05 0.54
C -7.34442 -6.79856 4.87090 0.21 0.48 -0.54
C -6.49066 -5.53872 5.09027 -0.06 -0.71 0.31
N -5.46132 -5.76534 6.10935 0.14 0.30 -0.28
C -4.46133 -4.69489 6.18531 0.03 -0.43 -0.02
C -3.57486 -4.46932 4.94345 -0.02 0.16 0.58
O -2.67317 -5.54434 4.67129 -0.12 0.54 -0.24
C -3.23352 -6.60472 3.90850 0.32 -0.32 -0.03
H -5.86383 -9.71960 4.42200 -0.07 0.16 -0.02
H -5.56021 -8.66346 5.80951 -0.03 -0.08 0.21
H -7.20228 -9.31617 5.51614 0.17 0.06 0.00
H -7.78742 -7.15472 5.80710 0.23 -0.03 -0.02
H -8.16811 -6.54252 4.19421 0.08 0.01 0.10
H -7.13898 -4.71632 5.40807 0.06 -0.03 0.02
H -6.04090 -5.27344 4.13087 -0.17 0.08 -0.26
H -4.98015 -6.63749 5.91141 -0.18 0.12 0.08
H -3.80357 -4.94152 7.02714 0.01 0.11 -0.14
H -4.96324 -3.75540 6.44543 0.02 -0.07 -0.14
H -2.94081 -3.59990 5.15503 -0.04 -0.01 0.12
H -4.15254 -4.20548 4.05146 -0.09 -0.21 -0.05
H -3.98975 -6.25705 3.19936 -0.05 0.00 0.16
H -3.64868 -7.36267 4.57343 -0.18 -0.04 -0.18
H -2.42501 -7.07812 3.34330 -0.04 0.11 0.08
```
Forces are in eV/Å.